No. 1
Below is C10H26Br4MnN5O11 as an isolated structure at a distorted geometry, with properties calculated with the ωB97M-V functional and the def2-TZVPD basis.

Structure (XYZ):
```
57
Properties=species:S:1:pos:R:3
Mn 0.822 3.156 -2.150
C -0.196 0.192 -0.500
O 0.260 1.193 -1.403
H -1.147 0.502 -0.066
H -0.471 -0.779 -0.913
H 0.540 0.133 0.302
Br -2.002 -1.745 -4.353
C -0.039 -1.808 -3.801
C 0.420 -3.194 -3.358
Br 2.424 -3.352 -3.553
H 0.195 -1.006 -3.101
H 0.447 -1.621 -4.759
H 0.003 -3.804 -4.160
H 0.152 -3.472 -2.339
Br 1.872 -5.401 0.607
C 2.238 -3.536 0.000
C 2.602 -2.657 1.295
Br 4.345 -3.254 2.022
H 1.482 -3.120 -0.666
H 3.172 -3.549 -0.560
H 1.930 -2.812 2.139
H 2.731 -1.587 1.133
C -0.962 1.213 4.226
N 0.260 1.189 3.322
O 0.615 2.268 2.915
O 0.532 0.115 2.895
H -0.840 0.302 4.813
H -1.792 1.174 3.521
H -0.770 2.072 4.869
C -3.012 1.121 -2.736
N -3.051 2.599 -2.808
O -2.081 3.194 -2.305
O -4.006 3.163 -3.276
H -2.277 0.826 -3.484
H -4.009 0.687 -2.817
H -2.604 0.963 -1.738
C -2.880 -2.419 0.271
N -1.931 -2.951 1.252
O -2.231 -2.791 2.432
O -0.812 -3.373 0.798
H -2.834 -1.331 0.217
H -3.899 -2.711 0.525
H -2.653 -2.814 -0.719
C 3.699 1.966 1.040
N 4.108 0.896 1.969
O 3.429 0.602 2.931
O 5.163 0.377 1.728
H 2.617 2.036 0.925
H 4.122 1.964 0.035
H 4.008 2.911 1.486
C -1.424 3.714 1.305
N -0.712 4.468 0.246
O -1.278 5.380 -0.282
O 0.446 4.084 -0.016
H -2.478 3.989 1.340
H -0.898 3.991 2.218
H -1.346 2.648 1.087
```

Results
Spin multiplicity: 6
HOMO energy (spin up / spin down) (eV): -11.141 / -11.141
Total charge: +1

=====

No. 2
Below is a 2-piece molecular cluster, C2H3NO2 overall at a distorted geometry, with properties calculated with the ωB97M-V functional and the def2-TZVPD basis.

Structure (XYZ):
```
8
Properties=species:S:1:pos:R:3
C -1.790 0.722 0.296
C 1.668 -0.130 -0.212
N -1.779 -0.364 -0.024
O -1.550 -1.517 -0.331
O 0.893 0.096 0.628
H -1.661 1.627 0.843
H 2.555 -0.721 -0.029
H 1.663 0.287 -1.171
```

Results
Spin multiplicity: 1
Structure (SMILES): C#[N+][O-].C=O
HOMO energy (eV): -9.732
Energy relative to the best compared isomer or geometry (same formula, charge and spin) (kJ/mol): 434.6

=====

No. 3
Below is a 2-piece molecular cluster, C2H8O2 overall at a distorted geometry, with properties calculated with the ωB97M-V functional and the def2-TZVPD basis.

Structure (XYZ):
```
12
Properties=species:S:1:pos:R:3
C 0.217 -0.105 1.774
O -0.700 -1.070 2.188
H -1.260 -0.747 2.916
H 1.223 -0.540 1.755
H -0.087 0.042 0.690
H 0.143 0.802 2.369
C 0.274 0.022 -1.739
O -0.129 1.275 -2.183
H -0.812 1.180 -2.864
H 1.044 0.204 -0.997
H -0.619 -0.507 -1.333
H 0.706 -0.556 -2.578
```

Results
Spin multiplicity: 2
HOMO energy (spin up / spin down) (eV): -16.341 / -14.203
Energy relative to the best compared isomer or geometry (same formula, charge and spin) (kJ/mol): 93.1
Total charge: +1

=====

No. 4
Below is one molecule with the formula C3H8N2OS at a distorted geometry, with properties calculated with the ωB97M-V functional and the def2-TZVPD basis.

Structure (XYZ):
```
15
Properties=species:S:1:pos:R:3
C -1.505 0.347 0.007
C -0.546 -0.287 -0.985
C 0.760 -0.531 -0.352
H -1.517 1.978 1.139
H -2.453 0.640 -0.536
H -1.913 -0.226 0.885
H -0.502 0.250 -1.957
H -0.939 -1.288 -1.178
H 0.708 -2.301 -0.799
H 0.654 1.139 0.631
H 2.528 -0.520 1.799
N 1.281 -1.701 -0.278
N 1.437 0.561 0.132
O -0.919 1.562 0.525
S 2.926 0.377 0.967
```

Results
Spin multiplicity: 1
Structure (SMILES): [H]/N=C(\CCO)NS
HOMO energy (eV): -8.681
Energy relative to the best compared isomer or geometry (same formula, charge and spin) (kJ/mol): 212.0

=====

| no. | total energy (Ha) |
| --- | --- |
| 1 | -12944.2369 |
| 2 | -283.0925 |
| 3 | -231.0468 |
| 4 | -701.9968 |